[1]
Entry from OMol25: C8H22CsN2O10S2 as an isolated structure in a non-equilibrium geometry (ωB97M-V/def2-TZVPD).

Values from the calculation:
- Maximum force: 4.64 eV/A
- Total charge: -3
- Total energy: -1996.13329 Eh
- Lowest unoccupied orbital energy: 4.14 eV
- HOMO-LUMO gap: 1.53 eV
- ΔE to the lowest compared entry with this formula, charge and spin: 6.217 eV

XYZ file:
```
45
Properties=species:S:1:pos:R:3:forces:R:3:mulliken_charge:R:1
Cs 0.2800 -0.5104 -1.1729 0.9 0.1 0.1 0.46
S 4.6303 3.2190 -1.4567 2.0 -2.1 1.0 1.09
O 5.2264 2.2479 -2.3661 0.5 -0.2 -3.5 -0.69
O 3.2006 3.3166 -1.6948 -2.2 0.8 -0.3 -0.72
O 4.9719 2.5230 -0.2268 -0.9 -0.4 3.7 -0.67
O 5.3255 4.4935 -1.4003 0.1 2.3 -1.0 -0.74
S 5.1725 -3.3670 0.7062 0.9 -0.5 -1.7 1.11
O 6.3994 -2.6776 0.9788 3.8 0.3 1.8 -0.69
O 4.2449 -3.2109 1.7685 -2.8 -0.5 3.7 -0.71
O 4.7013 -2.5714 -0.3998 -2.5 1.0 -3.8 -0.66
O 5.3659 -4.7809 0.3332 0.1 -0.8 0.0 -0.76
C -0.9182 6.0292 3.8483 -0.4 0.8 1.2 -1.42
C 0.2110 5.8761 2.8698 0.5 1.3 0.4 0.43
C 1.5887 6.3561 3.5007 -2.0 0.6 -0.5 -0.74
O 1.5282 7.7865 3.7173 0.9 -0.5 1.3 -0.32
C 2.3235 8.1891 4.8588 -0.7 0.0 -0.6 -0.77
N 0.2967 4.5434 2.4197 0.8 -1.4 -0.7 -0.77
H -1.9386 5.9440 3.4746 0.2 -0.1 -0.6 0.33
H -0.8443 7.0179 4.3013 -0.1 0.2 0.0 0.33
H -0.8778 5.3427 4.6940 0.3 -0.4 0.0 0.31
H -0.0481 6.4604 1.9868 0.3 0.4 0.0 0.31
H 2.4370 6.0831 2.8731 0.0 0.0 -0.1 0.47
H 1.6114 5.8192 4.4490 0.4 0.0 0.3 0.33
H 3.3974 8.0746 4.7113 0.1 0.0 -0.3 0.31
H 2.0668 7.6553 5.7737 -0.2 -0.5 0.0 0.32
H 2.0907 9.2298 5.0844 0.1 0.1 -0.4 0.26
H 1.0195 4.5611 1.7144 0.0 -0.4 -0.8 0.31
H 0.7661 3.9819 3.1157 -0.2 -0.4 0.5 0.29
C -4.2830 -4.8976 -2.6507 -0.9 -1.8 -0.8 -1.22
C -3.2808 -6.0719 -2.9059 -0.2 1.3 0.7 0.28
C -3.1971 -6.4449 -4.4118 -0.3 0.5 1.1 -0.72
O -4.4555 -6.7279 -4.9905 -0.8 0.1 -0.3 -0.31
C -5.0706 -7.9291 -4.5540 1.1 0.2 -0.1 -0.73
N -2.0254 -5.5445 -2.3597 0.4 -0.4 -0.5 -0.59
H -4.1746 -4.1094 -3.3958 0.4 0.2 0.4 0.26
H -4.3174 -4.5686 -1.6121 0.6 0.3 -0.1 0.48
H -5.2838 -5.2991 -2.8102 -0.3 0.0 -0.2 0.30
H -3.5444 -6.9553 -2.3243 -0.6 -0.2 0.0 0.25
H -2.5590 -7.3153 -4.5649 0.5 0.1 0.0 0.33
H -2.8290 -5.5425 -4.8998 0.2 -0.3 -0.3 0.34
H -5.1847 -7.9125 -3.4701 -0.5 -0.1 0.0 0.30
H -4.4144 -8.7646 -4.7976 0.2 -0.3 0.0 0.31
H -5.9928 -8.1115 -5.1057 -0.1 0.4 0.2 0.25
H -2.2358 -5.1439 -1.4568 0.1 0.2 0.0 0.23
H -1.3803 -6.2935 -2.1526 0.3 -0.1 -0.2 0.24
```
Positions in Å, forces in eV/Å.


[2]
Entry from OMol25: a 2-piece molecular cluster, C4H8O3 overall (ωB97M-V/def2-TZVPD).

Values from the calculation:
- Maximum force: 0.55 eV/A
- Total energy: -382.87467 Eh
- Lowest unoccupied orbital energy: 0.31 eV
- SMILES: O=CCC(=O)CO.[H][H]
- HOMO-LUMO gap: 10.71 eV
- ΔE to the lowest compared entry with this formula, charge and spin: 2.453 eV

XYZ file:
```
15
Properties=species:S:1:pos:R:3:forces:R:3:nbo_charge:R:1
O 0.7038 -0.8199 -2.1742 -0.4 0.4 0.1 -0.50
C -0.1532 -0.0385 -1.8461 0.2 -0.3 -0.2 0.45
C -0.0345 0.9031 -0.6605 0.1 0.1 0.0 -0.62
C -0.9316 0.3444 0.4251 -0.3 -0.1 0.0 0.58
O -2.1414 0.4083 0.3464 0.5 0.0 0.1 -0.55
C -0.2712 -0.3851 1.5741 0.2 0.1 -0.2 -0.17
O -1.2145 -0.9598 2.4191 -0.1 0.0 0.0 -0.70
H -1.1218 0.0060 -2.3773 0.0 0.0 0.0 0.13
H -0.4159 1.8867 -0.9510 0.0 -0.1 0.0 0.26
H 1.0085 0.9647 -0.3419 -0.2 0.0 0.0 0.25
H 0.4054 -1.1438 1.1468 -0.1 0.1 0.0 0.20
H 0.3734 0.3325 2.1098 -0.1 -0.1 -0.1 0.20
H -2.0818 -0.7252 2.0471 0.1 0.0 0.1 0.49
H 2.6581 -0.5150 -1.0696 0.1 0.0 0.1 0.02
H 3.2169 -0.2583 -0.6477 0.0 0.0 0.0 -0.03
```
Positions in Å, forces in eV/Å.


[3]
Entry from OMol25: one molecule with the formula C15H16N6 in a non-equilibrium geometry (ωB97M-V/def2-TZVPD).

Values from the calculation:
- Maximum force: 5.20 eV/A
- Total energy: -909.66247 Eh
- Lowest unoccupied orbital energy: 0.55 eV
- SMILES: Cc1nc(CN2CCC/C2=N\C#N)n(-c2ccccc2)n1
- HOMO-LUMO gap: 9.62 eV
- ΔE to the lowest compared entry with this formula, charge and spin: 3.062 eV

XYZ file:
```
37
Properties=species:S:1:pos:R:3:forces:R:3:nbo_charge:R:1
C 4.0417 2.9212 0.8245 1.2 2.3 0.8 -0.65
C 2.6703 2.5957 0.5766 0.0 -0.1 2.8 0.32
N 2.0274 1.7233 1.4019 0.6 -1.0 1.9 -0.52
C 0.8187 1.5860 0.9353 1.4 0.4 -1.4 0.36
C -0.3242 0.7732 1.5715 -0.1 0.9 1.4 -0.25
N 0.1377 -0.4514 2.2814 -0.5 1.4 -1.3 -0.37
C 0.3686 -0.3552 3.6987 -0.3 -1.8 0.2 -0.21
C 0.6240 -1.8503 4.0284 1.6 -0.7 -0.2 -0.40
C 0.9289 -2.5620 2.6569 1.5 0.8 1.9 -0.49
C 0.4203 -1.6330 1.6749 -1.4 2.2 -2.4 0.55
N 0.2516 -1.7448 0.3464 0.0 0.2 2.2 -0.63
C 0.5642 -2.9561 -0.0950 1.5 -3.0 -0.7 0.41
N 0.9515 -4.0261 -0.4190 -1.2 2.6 0.5 -0.43
N 0.8493 2.3596 -0.1883 -5.0 -0.2 -1.3 -0.20
C -0.0742 2.1083 -1.2725 -0.7 1.6 -1.5 0.13
C -0.7655 3.1537 -1.9706 0.2 -1.3 0.1 -0.21
C -1.6778 2.8224 -2.9793 0.5 -0.2 0.6 -0.21
C -1.8573 1.5277 -3.4139 -0.6 -1.1 -1.4 -0.21
C -1.1490 0.5285 -2.8064 -0.1 -1.7 2.0 -0.20
C -0.2803 0.8087 -1.6897 -0.7 -0.1 -1.1 -0.23
N 1.9354 3.1494 -0.3124 -0.8 -1.4 -1.7 -0.26
H 4.1920 3.9190 1.3785 -0.1 -1.6 -0.9 0.23
H 4.5199 2.9034 -0.1127 0.8 0.8 -1.3 0.23
H 4.5314 2.1270 1.3098 0.4 -0.8 1.3 0.23
H -0.7996 1.5265 2.3805 0.9 -1.9 -1.7 0.24
H -1.1166 0.4381 0.8988 0.3 0.5 -0.3 0.26
H 1.1368 0.3568 3.8984 1.1 0.1 0.2 0.22
H -0.4962 0.0260 4.2226 -0.6 0.0 0.0 0.20
H -0.1650 -2.3828 4.5092 -1.2 0.2 0.1 0.22
H 1.4574 -2.0797 4.7022 0.1 0.6 -0.1 0.22
H 2.0273 -2.5555 2.5105 -0.4 -0.3 0.0 0.25
H 0.5863 -3.5686 2.6369 -0.4 -0.7 -0.4 0.26
H -0.5318 4.1729 -1.7515 -0.2 0.5 0.3 0.23
H -2.3902 3.4457 -3.4416 -0.1 1.7 -0.2 0.22
H -2.5579 1.2580 -4.2921 1.1 0.7 1.7 0.22
H -1.5102 -0.5258 -2.9775 1.1 1.1 0.0 0.22
H 0.2349 0.0396 -1.1416 -0.1 -0.5 -0.2 0.25
```
Positions in Å, forces in eV/Å.


[4]
Entry from OMol25: one molecule with the formula C5H6 in a non-equilibrium geometry (ωB97M-V/def2-TZVPD).

Values from the calculation:
- Maximum force: 2.14 eV/A
- Total energy: -193.98361 Eh
- Lowest unoccupied orbital energy: 1.11 eV
- SMILES: C#CC1CC1
- HOMO-LUMO gap: 10.41 eV
- ΔE to the lowest compared entry with this formula, charge and spin: 2.636 eV

XYZ file:
```
11
Properties=species:S:1:pos:R:3:forces:R:3:nbo_charge:R:1
C 2.2499 0.0096 0.1072 0.3 0.1 -1.3 -0.20
C 1.3409 0.1381 -0.6817 0.0 0.0 2.1 -0.02
C -0.0805 0.4336 -0.5929 0.6 0.0 -0.3 -0.30
C -1.0591 -0.6730 -0.4465 -0.2 -0.1 0.0 -0.40
C -0.7575 0.1973 0.7442 -0.5 -0.1 0.2 -0.40
H 3.0726 0.1156 0.7447 0.8 -0.3 0.3 0.22
H -0.3321 1.3314 -1.1485 -0.5 -0.2 0.1 0.24
H -1.9776 -0.5275 -0.9726 -0.5 -0.3 -0.1 0.21
H -0.6599 -1.6838 -0.3974 -0.1 0.2 -0.2 0.22
H -1.4680 0.9665 1.0143 -0.2 -0.1 0.0 0.21
H -0.3288 -0.3077 1.6291 0.3 0.6 -0.9 0.22
```
Positions in Å, forces in eV/Å.


[5]
Entry from OMol25: C10H14BFN6Ru as an isolated structure in a non-equilibrium geometry (ωB97M-V/def2-TZVPD).

Values from the calculation:
- Maximum force: 3.97 eV/A
- Total charge: +4
- Total energy: -935.66623 Eh
- <S²>: 6.02
- Multiplicity: 5
- Lowest unoccupied orbital energy (alpha / beta): -16.11 / -19.15 eV
- HOMO-LUMO gap (alpha / beta): 8.85 / 5.58 eV

XYZ file:
```
33
Properties=species:S:1:pos:R:3:forces:R:3:nbo_charge:R:1
C 0.7803 -2.4317 -1.8235 -0.8 2.5 1.2 0.08
N 0.1391 -1.2328 -1.8176 1.8 -2.0 0.8 -0.20
N -0.4915 -1.0875 -3.0429 0.5 -1.2 -1.8 -0.30
C -0.1476 -2.1185 -3.8479 -2.0 3.2 -0.3 0.20
C 0.6439 -2.9932 -3.1071 0.9 -1.4 0.4 0.05
B -1.2998 0.2090 -3.3034 -0.1 -0.4 -0.9 0.48
N -2.2910 0.4408 -2.1436 -2.1 1.1 0.1 -0.25
N -1.8371 0.4453 -0.8251 -3.0 0.5 1.9 -0.28
C -2.9303 0.6746 -0.0359 3.9 -0.8 -0.3 0.14
C -4.0260 0.9367 -0.8637 -2.0 0.4 0.7 0.07
C -3.5769 0.8137 -2.1684 2.7 -0.9 -2.7 0.16
Ru 0.1519 0.4498 -0.5074 2.5 -1.2 0.8 1.25
N -0.3060 1.3989 -3.2733 0.5 1.6 -1.6 -0.25
N 0.4248 1.6779 -2.1199 1.7 2.0 -0.3 -0.23
C 1.1910 2.7781 -2.4006 -1.0 -2.7 2.7 0.13
C 0.9391 3.1810 -3.7230 0.9 1.4 -0.7 0.06
C -0.0122 2.2995 -4.2218 -2.3 -3.1 0.2 0.15
H 1.8532 3.2149 -1.6632 0.1 0.0 0.0 0.31
H -0.5280 2.2195 -5.1719 0.2 0.3 -0.2 0.31
H 1.3773 4.0038 -4.2629 0.2 0.3 0.0 0.33
H -1.8612 0.1580 -4.3495 0.0 0.1 0.1 0.07
H -4.0322 0.9971 -3.1283 -0.6 -0.1 0.0 0.31
H -0.4458 -2.1389 -4.8950 -0.1 -0.2 0.2 0.31
H -5.0205 1.1987 -0.5664 -0.5 0.1 0.3 0.32
H 1.0878 -3.8992 -3.4739 0.2 -0.4 -0.1 0.32
H -2.8797 0.6359 1.0435 0.0 0.1 0.1 0.31
H 1.3132 -2.8309 -0.9672 0.1 0.2 0.0 0.32
H 0.2148 2.0340 0.5351 0.4 0.6 -1.0 0.20
C 0.0102 1.6161 1.5267 -0.6 -0.7 1.8 -0.82
H -0.9138 2.0748 1.8849 0.2 0.2 -0.2 0.29
H -0.1120 0.5267 1.6620 0.1 -0.1 0.2 0.24
H 0.8543 1.8780 2.1725 0.0 0.1 -0.3 0.35
F 1.8143 -0.1889 0.2013 -1.6 0.5 -1.2 -0.44
```
Positions in Å, forces in eV/Å.


[6]
Entry from OMol25: C4H11N3O2 as an isolated structure in a non-equilibrium geometry (ωB97M-V/def2-TZVPD).

Values from the calculation:
- Maximum force: 2.90 eV/A
- Total energy: -473.55909 Eh
- Lowest unoccupied orbital energy: 0.85 eV
- HOMO-LUMO gap: 8.88 eV
- ΔE to the lowest compared entry with this formula, charge and spin: 6.631 eV

XYZ file:
```
20
Properties=species:S:1:pos:R:3:forces:R:3:nbo_charge:R:1
C -0.8015 -1.8469 0.5472 -0.2 0.4 -1.0 -0.72
C 0.5087 -1.1181 0.4472 1.1 0.7 2.0 0.79
N 1.4444 0.8153 1.9786 -0.5 -0.3 -0.3 -0.55
O 0.2030 0.3744 1.3880 1.1 -1.5 -0.1 -0.53
O 1.5862 -1.6370 0.6587 -1.0 1.0 -0.6 -0.65
H 1.2293 0.8680 2.9714 0.1 -0.1 0.0 0.34
H 2.0844 0.0200 1.8734 0.0 0.0 0.0 0.35
H -0.8325 -2.6291 -0.2164 0.1 0.0 0.1 0.23
H -0.8582 -2.3286 1.5221 0.1 0.3 0.0 0.26
H -1.6404 -1.1715 0.3885 -0.1 0.0 0.2 0.23
N 0.5820 0.1005 -0.9827 -1.9 -0.2 2.0 -0.37
N -0.0313 -0.3968 -2.1538 0.4 0.6 -1.4 -0.65
C 0.0280 1.3858 -0.3760 -0.1 0.0 -2.9 0.09
C -1.2018 1.8286 -0.7323 0.5 -0.3 1.2 -0.59
H 1.6018 0.1409 -1.0201 -0.4 -0.1 -0.6 0.41
H -0.9006 -0.9107 -2.0411 0.3 0.0 1.0 0.36
H -0.3109 0.3889 -2.7573 0.4 -0.2 0.4 0.37
H 0.8291 2.0959 -0.1987 -0.1 -0.2 0.5 0.22
H -2.0577 1.1709 -0.8107 0.1 -0.2 -0.6 0.19
H -1.4620 2.8495 -0.4859 0.1 0.0 0.0 0.22
```
Positions in Å, forces in eV/Å.


Q: Among the records above, which one has the lowest maximum force?
A: C4H8O3


What did the sixth record say?
Entry from OMol25: C4H11N3O2 as an isolated structure in a non-equilibrium geometry (ωB97M-V/def2-TZVPD).

Values from the calculation:
- Maximum force: 2.90 eV/A
- Total energy: -473.55909 Eh
- Lowest unoccupied orbital energy: 0.85 eV
- HOMO-LUMO gap: 8.88 eV
- ΔE to the lowest compared entry with this formula, charge and spin: 6.631 eV

XYZ file:
```
20
Properties=species:S:1:pos:R:3:forces:R:3:nbo_charge:R:1
C -0.8015 -1.8469 0.5472 -0.2 0.4 -1.0 -0.72
C 0.5087 -1.1181 0.4472 1.1 0.7 2.0 0.79
N 1.4444 0.8153 1.9786 -0.5 -0.3 -0.3 -0.55
O 0.2030 0.3744 1.3880 1.1 -1.5 -0.1 -0.53
O 1.5862 -1.6370 0.6587 -1.0 1.0 -0.6 -0.65
H 1.2293 0.8680 2.9714 0.1 -0.1 0.0 0.34
H 2.0844 0.0200 1.8734 0.0 0.0 0.0 0.35
H -0.8325 -2.6291 -0.2164 0.1 0.0 0.1 0.23
H -0.8582 -2.3286 1.5221 0.1 0.3 0.0 0.26
H -1.6404 -1.1715 0.3885 -0.1 0.0 0.2 0.23
N 0.5820 0.1005 -0.9827 -1.9 -0.2 2.0 -0.37
N -0.0313 -0.3968 -2.1538 0.4 0.6 -1.4 -0.65
C 0.0280 1.3858 -0.3760 -0.1 0.0 -2.9 0.09
C -1.2018 1.8286 -0.7323 0.5 -0.3 1.2 -0.59
H 1.6018 0.1409 -1.0201 -0.4 -0.1 -0.6 0.41
H -0.9006 -0.9107 -2.0411 0.3 0.0 1.0 0.36
H -0.3109 0.3889 -2.7573 0.4 -0.2 0.4 0.37
H 0.8291 2.0959 -0.1987 -0.1 -0.2 0.5 0.22
H -2.0577 1.1709 -0.8107 0.1 -0.2 -0.6 0.19
H -1.4620 2.8495 -0.4859 0.1 0.0 0.0 0.22
```
Positions in Å, forces in eV/Å.


Q: Which formula does entry 3 have?
A: C15H16N6


Q: Among the records above, which one has the highest total energy?
A: C5H6